Record 1
{"formula": "C28H36F12N9O2Tb", "method": "ωB97M-V/def2-TZVPD", "multiplicity": 7, "charge": 0, "orbital_gap_ev": [6.48, 6.49], "s_squared": 12.669, "elements": ["N", "N", "H", "C", "F", "Tb", "H", "F", "H", "F", "N", "C", "H", "C", "C", "F", "H", "N", "H", "H", "C", "C", "C", "H", "C", "H", "H", "H", "C", "F", "H", "H", "C", "N", "H", "H", "H", "C", "H", "C", "O", "H", "C", "N", "H", "H", "H", "H", "N", "C", "F", "C", "N", "H", "C", "C", "H", "C", "H", "H", "F", "C", "O", "F", "H", "C", "H", "H", "C", "C", "C", "H", "C", "C", "H", "H", "N", "H", "F", "F", "C", "C", "H", "C", "F", "H", "F", "H"], "xyz": [[2.222985, 0.821402, 1.581868], [-2.580093, 2.411538, 1.242241], [-0.573631, -2.770286, 4.054494], [-4.370816, -2.175660, -0.594065], [-4.337310, -2.708418, -1.817876], [-0.440419, -0.576620, -0.304532], [4.592241, -4.324759, 4.047876], [1.046810, -4.703678, -0.179945], [1.161615, 3.139640, 2.456264], [-2.572237, -4.312989, -1.049186], [-0.464392, -1.841154, 1.542803], [2.539795, -3.969508, 3.584369], [-2.705934, 0.369811, 4.835318], [-1.625920, -1.397196, 2.119956], [-1.283682, 2.295781, 1.721477], [-5.398016, -2.765775, 0.038576], [0.394464, 1.319150, 1.757045], [-2.372100, 1.214332, -0.733128], [3.614079, -5.784978, 3.921242], [-1.160453, 5.236216, 3.271941], [0.888546, 1.830749, -2.411335], [3.038692, 1.648038, 0.698925], [-3.990080, -0.331667, 3.263958], [-2.616045, 4.259847, 3.420223], [0.374224, 3.218368, 3.206555], [1.155573, -3.990140, 5.221756], [-3.247136, 2.895362, 1.822253], [-4.923079, 1.169718, -0.529203], [1.298994, -3.545230, -0.776537], [0.108479, -3.047186, -1.232449], [2.058760, -0.073287, 1.107509], [-0.019192, -1.303420, -3.090467], [1.755371, -2.806794, 1.596708], [-0.182814, -0.338790, -2.804075], [-4.988192, -1.124310, 1.584633], [1.596717, 2.541058, -2.870597], [0.931482, 0.758761, -4.274998], [-5.234466, 0.236536, 3.885604], [-6.119829, -0.027583, 3.312133], [0.367851, -2.940303, 3.556227], [1.550820, -1.232337, -0.267940], [4.110891, 1.415692, 0.781851], [-4.022243, -1.011028, 2.051869], [-0.550729, 1.317766, 1.355052], [2.730257, 0.616909, 2.437583], [0.436445, 2.349973, 3.863360], [-2.935562, 0.744342, -1.440482], [3.477271, -4.747277, 5.352356], [1.199951, 1.623528, -0.998783], [-1.748640, 4.464411, 2.782553], [1.983221, -3.843294, -1.897034], [1.988237, -2.451299, 0.124667], [-4.487358, 1.766876, 0.157259], [-0.124254, 2.244383, -2.477920], [1.340020, -3.658102, 4.209399], [-3.113684, 1.706830, 0.185646], [3.624731, -3.841386, 1.779005], [-2.887327, -1.550652, 1.459747], [0.884933, 2.439045, -0.474313], [-1.037375, -0.041853, -3.275519], [4.210284, -1.674641, 0.576021], [2.709681, -3.552328, 2.272286], [-2.180671, -1.578878, -0.867541], [3.634293, -1.858834, -1.477123], [-2.093768, 4.861637, 1.825273], [0.527503, -2.468698, 2.235769], [-5.174184, 1.326310, 3.954357], [3.204990, 2.237261, -1.348851], [-1.620304, -0.686997, 3.342634], [-2.950747, -2.196791, 0.055691], [-2.761249, -0.162453, 3.894382], [1.869674, -0.015506, -2.978101], [3.501268, -2.441316, -0.269218], [3.617259, -4.752632, 4.273008], [2.944044, 0.490551, -1.106334], [-4.961486, 1.738714, 1.047376], [-0.925798, 3.294319, 2.581714], [2.907174, 2.699909, 0.993818], [-3.544828, -4.383212, 0.871574], [-4.766579, -0.894997, -0.793420], [2.643226, 1.482779, -0.769803], [-2.616879, -3.720613, 0.151892], [-5.355197, -0.153425, 4.896367], [0.939570, 0.515215, -3.200953], [-1.444016, -3.988118, 0.725099], [-0.663858, -0.520245, 3.816916], [4.156605, -3.606515, -0.362242], [0.546185, 4.113510, 3.793526]], "forces_ev_per_a": [[0.3, -0.3, 0.2], [-0.4, 0.1, 0.4], [-0.1, 0.0, 0.0], [-0.6, 0.1, -0.4], [0.0, -0.1, -0.1], [-0.4, 3.0, 0.2], [0.1, 0.0, 0.1], [0.1, 0.1, 0.2], [0.1, 0.0, 0.0], [0.0, 0.1, -0.2], [0.3, 0.2, -0.1], [0.0, 0.1, 0.1], [0.0, 0.1, 0.1], [-1.0, -0.2, 0.6], [0.1, -0.3, -0.2], [0.2, -0.1, 0.3], [0.0, 0.1, -0.1], [0.0, 0.0, -0.3], [0.1, -0.1, 0.1], [0.0, 0.0, 0.0], [0.2, -0.2, -0.3], [0.0, 0.2, -0.1], [-0.1, 0.0, -0.3], [0.0, 0.1, 0.0], [0.1, -0.1, 0.0], [0.0, -0.1, 0.1], [0.1, -0.1, -0.1], [0.1, 0.0, 0.1], [-0.4, -0.1, -0.6], [0.3, -0.3, 0.1], [0.1, 0.1, 0.2], [-0.1, 0.1, 0.0], [-0.1, 0.2, -0.1], [-0.1, -0.3, -0.5], [0.0, -0.1, -0.1], [-0.2, 0.0, 0.0], [0.0, -0.2, 0.2], [0.1, -0.1, 0.0], [-0.1, 0.0, 0.0], [-0.3, 0.2, -0.3], [0.9, -0.3, 0.2], [-0.1, 0.1, -0.1], [-0.2, 0.3, 0.5], [0.1, 0.2, 0.3], [-0.1, 0.0, -0.1], [0.1, -0.1, 0.0], [0.0, 0.0, 0.2], [0.0, -0.1, 0.0], [0.1, 0.2, 0.1], [-0.2, 0.1, -0.1], [0.2, 0.1, -0.1], [0.4, -0.9, -0.1], [-0.2, 0.1, 0.0], [0.1, 0.0, 0.0], [0.3, 0.0, -0.1], [0.0, 0.2, -0.6], [0.1, 0.0, 0.0], [0.7, 0.1, -0.1], [-0.1, -0.3, -0.1], [0.1, -0.1, 0.2], [-0.1, 0.2, 0.3], [-0.2, 0.0, 0.3], [-0.7, -0.8, -0.4], [0.1, 0.0, -0.2], [0.0, 0.1, 0.1], [0.5, -0.5, 0.3], [-0.1, 0.0, 0.1], [-0.1, -0.1, 0.0], [0.0, -0.1, -0.3], [-0.6, -0.8, 0.1], [0.0, -0.2, 0.0], [-0.1, 0.0, 0.0], [0.4, 0.4, -0.3], [0.0, 0.0, -0.1], [0.0, 0.1, 0.0], [0.1, -0.1, 0.0], [0.0, 0.0, 0.0], [0.1, 0.0, -0.1], [-0.2, 0.1, 0.1], [0.0, 0.4, 0.1], [0.3, 0.0, 0.1], [0.3, -0.7, 0.1], [-0.1, 0.1, 0.1], [0.2, 0.5, 0.0], [-0.2, -0.1, 0.1], [0.1, 0.0, 0.1], [-0.3, -0.3, 0.2], [0.0, 0.0, 0.1]], "mulliken_spin": [0.00, 0.00, 0.00, 0.00, 0.00, 6.03, 0.00, 0.00, 0.00, 0.00, -0.02, 0.00, 0.00, -0.01, 0.00, 0.00, 0.00, 0.00, 0.00, 0.00, 0.00, 0.00, 0.00, 0.00, 0.00, 0.00, 0.00, 0.00, 0.00, 0.00, 0.01, 0.00, 0.02, 0.00, 0.00, 0.00, 0.00, 0.00, 0.00, 0.00, -0.04, 0.00, 0.00, 0.01, 0.00, 0.00, 0.00, 0.00, 0.00, 0.00, 0.00, -0.01, 0.00, 0.00, 0.00, 0.00, 0.00, 0.00, 0.00, 0.00, 0.00, 0.00, 0.00, 0.00, 0.00, -0.01, 0.00, 0.00, 0.00, 0.01, 0.00, 0.00, 0.00, 0.00, 0.00, 0.00, 0.00, 0.00, 0.00, 0.00, 0.00, 0.00, 0.00, 0.00, 0.00, 0.00, 0.00, 0.00]}

***

Record 2
{"formula": "C28H36F4IrN5OP", "method": "ωB97M-V/def2-TZVPD", "multiplicity": 1, "charge": -1, "orbital_gap_ev": [6.48, 6.48], "elements": ["H", "H", "H", "C", "C", "C", "H", "N", "Ir", "H", "C", "H", "H", "F", "H", "H", "H", "O", "C", "P", "C", "C", "C", "C", "C", "N", "H", "F", "H", "H", "C", "H", "F", "C", "H", "C", "H", "H", "F", "H", "H", "C", "H", "H", "C", "C", "C", "H", "H", "C", "C", "C", "H", "N", "H", "N", "H", "H", "H", "C", "C", "C", "H", "C", "H", "C", "H", "H", "N", "H", "C", "H", "C", "H", "H", "C"], "xyz": [[0.524159, 5.315651, -0.875529], [3.276842, 2.310679, 1.850352], [0.274951, -0.180211, -4.530382], [1.935073, -1.321029, 1.385245], [2.512885, 3.047933, -0.630661], [-4.746212, -0.245563, -3.237191], [-0.515744, -2.361094, 1.082762], [1.429374, -0.802701, 0.242401], [-0.495953, -0.032810, -0.091204], [2.183475, -2.168491, -1.206913], [-1.130801, -1.584553, 0.610510], [-0.266355, 6.506381, -2.845859], [1.691270, 1.878215, 2.502338], [0.401419, -0.144216, 2.835429], [2.404847, 2.106958, -1.164070], [-3.372994, 3.162377, 1.906322], [-1.806316, 1.914258, -1.971816], [-2.594809, 0.296162, -0.542097], [1.976445, -1.460465, 3.854167], [-0.098844, 2.475878, 0.186354], [2.261285, 2.000189, 1.583165], [-0.163444, 0.247545, -3.613139], [1.676194, -0.367572, -2.220959], [3.051832, -2.212445, 1.490761], [-0.122061, -1.918841, -2.657461], [-2.988296, -0.030785, -1.707471], [2.268198, 3.859147, -1.315505], [3.663892, -2.741584, 0.394051], [-1.594322, 5.175159, 0.576471], [2.305173, 1.035958, 1.085923], [1.431194, -0.991408, 2.679911], [-1.249036, 0.237849, -3.696581], [1.412234, -1.045797, 5.009051], [-4.281317, 0.092059, -1.933999], [-1.691372, 2.936299, 3.574234], [-1.336326, 4.741353, 1.542999], [1.457236, 5.262757, 0.797391], [0.387744, -2.310376, -3.552970], [4.631510, -3.499666, 2.627405], [3.482657, -2.657653, 4.844743], [2.246150, -0.758518, -3.084782], [3.067091, -2.304511, 3.915249], [3.565132, 3.144622, -0.346429], [-2.198393, -1.829500, 0.594978], [-1.511512, 4.894624, -3.530196], [-1.277795, 3.210501, 1.486296], [-5.199565, 0.570841, -0.947954], [0.136447, -2.520523, -1.792683], [-2.651979, 3.120838, -3.937155], [1.854925, 4.408865, 1.339730], [3.576176, -2.657348, 2.685889], [2.177457, -1.098746, -0.984883], [-2.783643, 1.653184, 1.205022], [-5.938895, 0.958982, -0.155798], [0.179557, 1.275731, -3.516593], [0.243470, -0.519526, -2.441129], [-0.424732, 5.207417, 1.900688], [0.035276, 3.045295, 3.236465], [-0.848637, 1.565290, 2.837287], [-1.473042, 2.922321, -2.161548], [-0.611200, 5.496533, -2.659999], [-0.158113, 4.813017, -1.543035], [1.427366, 4.412347, 2.340742], [1.663549, 3.056176, 0.644343], [3.229620, -0.809476, -0.879084], [-1.947386, 3.606603, -3.272963], [-3.030168, 3.067769, 0.177197], [2.932674, 4.567939, 1.452343], [-5.121207, -0.516299, -4.292236], [-1.868827, 5.430214, -4.401054], [-2.695906, 2.733160, 1.162124], [-2.134260, 5.014682, 2.239949], [-0.911001, 2.651599, 2.861881], [-1.199475, -1.982406, -2.802387], [1.870032, 0.700432, -2.162501], [-0.572076, 3.505213, -1.274342]], "forces_ev_per_a": [[0.0, 0.0, 0.0], [0.0, 0.0, 0.0], [0.0, 0.0, 0.0], [0.0, -0.1, -0.1], [0.0, 0.0, 0.0], [0.0, -0.1, -0.1], [-0.1, -0.1, 0.0], [0.2, 0.1, 0.1], [-0.2, 0.3, -1.2], [0.0, 0.0, 0.0], [-0.3, -0.5, 0.9], [0.0, 0.0, 0.0], [0.0, 0.0, 0.0], [0.0, -0.1, 0.0], [0.0, 0.0, 0.0], [0.0, 0.0, 0.0], [0.0, 0.0, 0.0], [0.3, 0.1, 0.1], [-0.1, 0.0, 0.0], [0.1, -0.1, 0.2], [0.0, 0.0, 0.0], [0.1, 0.0, 0.0], [0.0, -0.2, 0.1], [0.0, 0.0, 0.0], [-0.1, 0.0, 0.0], [0.1, -0.1, -0.1], [0.0, 0.0, 0.0], [-0.1, 0.0, 0.0], [0.0, 0.0, 0.0], [0.0, 0.0, 0.0], [0.1, 0.0, 0.1], [0.0, 0.0, 0.0], [0.0, 0.0, 0.0], [0.1, 0.1, 0.1], [0.0, 0.0, 0.0], [-0.1, 0.0, 0.0], [0.0, 0.0, 0.0], [0.0, 0.0, 0.0], [0.0, 0.0, 0.0], [0.0, 0.0, 0.0], [0.0, 0.0, 0.0], [0.0, 0.0, -0.1], [0.0, 0.0, 0.0], [0.0, -0.1, 0.1], [0.0, 0.1, 0.0], [0.0, 0.0, 0.0], [-0.1, 0.0, 0.1], [0.0, 0.0, 0.0], [0.0, 0.0, 0.0], [0.0, 0.0, 0.0], [0.0, 0.0, 0.0], [0.0, 0.1, 0.0], [0.0, -0.1, 0.0], [0.0, 0.0, 0.0], [0.0, 0.1, 0.0], [0.0, 0.4, 0.0], [0.0, 0.0, 0.0], [0.0, 0.0, 0.0], [-0.1, 0.1, 0.0], [0.0, 0.0, 0.0], [0.0, 0.0, 0.0], [0.0, 0.0, 0.0], [0.0, 0.0, 0.0], [-0.1, 0.0, 0.0], [0.0, 0.0, 0.0], [0.0, 0.0, 0.0], [0.0, 0.0, 0.0], [0.0, 0.0, 0.0], [0.0, 0.0, 0.0], [0.0, 0.0, 0.0], [0.0, 0.0, -0.1], [0.0, 0.0, 0.0], [0.0, 0.0, 0.0], [0.0, 0.0, 0.0], [0.0, 0.0, 0.0], [0.0, 0.1, 0.0]], "mulliken_charge": [0.11, 0.63, 0.39, 0.12, -2.02, -0.02, 0.26, 0.28, 2.47, 0.57, -0.84, 0.45, 0.17, -0.17, 0.29, 0.60, 0.31, -0.52, 0.16, -0.10, -1.82, -1.29, -1.32, 0.16, -1.31, 0.01, 0.35, -0.38, 0.36, 0.11, -0.03, 0.20, -0.34, 0.63, 0.55, -1.86, 0.22, 0.36, -0.34, 0.50, 0.37, -0.68, 0.55, 0.30, -0.78, 2.16, 0.06, 0.34, 0.50, -2.05, 0.25, -0.77, 0.13, -0.59, 0.33, 0.90, 0.26, 0.26, 0.19, -0.62, -0.87, -0.36, 0.43, 2.39, 0.56, -0.63, 0.30, 0.55, -0.57, 0.37, -1.84, 0.54, -1.84, 0.20, -0.01, 0.79]}

***

Record 3
{"formula": "C28H36GaP2Si", "method": "ωB97M-V/def2-TZVPD", "multiplicity": 1, "charge": 1, "orbital_gap_ev": 6.67, "elements": ["C", "H", "H", "P", "C", "H", "H", "H", "H", "C", "C", "H", "C", "H", "H", "H", "H", "C", "Si", "H", "C", "H", "H", "H", "C", "H", "C", "H", "C", "C", "C", "H", "C", "C", "C", "C", "H", "H", "C", "C", "H", "P", "C", "H", "H", "Ga", "H", "H", "C", "C", "H", "H", "C", "H", "C", "H", "C", "H", "C", "H", "H", "H", "C", "C", "H", "H", "C", "H"], "xyz": [[3.532991, 0.762091, -4.838720], [1.154217, -2.240740, -4.450899], [2.170836, 1.839284, -3.551718], [1.600467, -0.437882, 2.575924], [2.441563, 0.862403, -3.958333], [-3.142546, 0.964654, 3.096758], [2.901807, -2.016271, 1.324528], [0.617365, -1.492330, 7.404657], [2.125770, -1.036624, 5.484270], [3.820298, -0.448306, -5.479603], [-3.176675, 2.005791, -3.671818], [-0.306362, -2.338251, -1.481501], [1.859269, -1.409301, -4.457606], [-2.029312, -3.872053, -3.913782], [-1.975764, -3.552991, -4.595077], [-2.645353, -2.633760, 1.953713], [-1.386869, -2.169128, -2.818130], [-1.725209, -1.112568, 4.937240], [0.248047, -0.014320, -2.340720], [2.298132, -2.785688, 2.830735], [1.141580, 3.050094, 2.051623], [2.167262, 3.260954, 1.746190], [-1.566927, 2.137351, -6.687194], [3.642541, -0.504008, 3.957146], [-0.800585, 1.188829, -4.894755], [-2.808957, -1.162546, 4.801478], [-0.882806, -0.817979, 3.854627], [0.047476, 0.744420, -5.419986], [-3.158764, 0.109731, 2.419283], [0.680070, 2.875727, 3.367402], [2.939871, -1.518884, -5.339855], [0.339366, -2.496516, -3.158326], [-0.984541, 0.907042, -3.521834], [-1.743995, 1.931754, -5.626916], [3.124292, 0.240517, 3.332250], [-2.222201, 1.276115, -2.946738], [3.791514, 0.553583, 2.515226], [-0.867890, -2.868878, 1.841361], [1.044094, -1.036556, 5.329943], [-1.194029, 2.926372, 2.024133], [4.733330, -0.567455, -6.065433], [-1.481057, -0.476689, 2.132411], [-2.909138, 2.376402, -4.998144], [-4.127554, 2.280174, -3.206251], [-3.795577, -0.671409, 2.844424], [0.380013, 0.978849, 0.662579], [-1.359556, 2.723144, 4.249874], [2.899651, 1.120985, 3.950294], [-0.023162, 3.016790, 1.125355], [0.192264, -1.300633, 6.414145], [3.118823, -2.454821, -5.876170], [-3.579555, 0.439231, 1.464516], [-0.747304, 2.836002, 3.350645], [-2.236304, 3.019588, 1.707488], [-1.189303, -1.338538, 6.213395], [-3.615573, 3.000371, -5.545709], [1.657341, -0.264410, -3.652272], [1.283326, 2.884111, 4.281626], [-1.709322, -2.219105, 1.533505], [-0.054943, 3.593303, 0.191861], [4.186946, 1.624005, -4.992040], [-1.776009, -2.200975, 0.429174], [0.524661, -0.791790, 4.051819], [-0.377147, -1.960510, -2.518976], [-1.849833, -1.544956, 7.061547], [-2.461169, 0.904056, -1.944356], [2.041541, -2.118829, 1.995660], [1.204588, -2.557998, 1.444057]], "forces_ev_per_a": [[-0.1, 0.0, 0.2], [0.6, 0.3, 0.0], [0.3, -0.2, 0.2], [0.0, 0.1, 0.7], [0.6, -0.4, -0.4], [0.1, 0.0, -0.1], [-0.2, -0.2, 0.0], [-0.2, 0.1, -0.4], [-0.4, 0.0, 0.0], [0.0, 0.1, 0.3], [0.3, -0.2, 0.0], [0.1, -0.4, -0.4], [0.2, -0.1, 0.1], [0.0, 0.1, -0.5], [-0.1, -0.3, 0.4], [0.5, 0.2, -0.2], [-0.4, 0.5, -0.3], [0.2, 0.1, 0.0], [-0.9, -2.6, -2.6], [0.0, 0.3, -0.2], [-0.4, -0.1, 1.0], [-0.3, -0.2, 0.1], [-0.1, -0.1, 0.4], [-0.2, 0.2, -0.3], [0.0, -0.1, 0.2], [0.4, 0.1, 0.1], [0.7, 0.2, 0.0], [-0.1, 0.5, 0.2], [-0.5, 0.3, -0.2], [0.6, 0.5, -1.2], [-0.1, 0.3, 0.3], [-0.6, 0.3, 0.8], [-0.7, 0.6, 0.9], [0.1, -0.4, 0.5], [0.3, 0.0, -0.2], [0.0, 0.1, -0.6], [-0.1, -0.1, 0.3], [-0.5, 0.4, -0.2], [0.0, -0.1, 0.0], [0.5, 0.2, 0.8], [-0.3, 0.2, 0.0], [0.4, -0.7, 0.5], [0.1, -0.1, 0.2], [0.3, -0.1, -0.2], [0.1, 0.1, -0.1], [-0.6, -0.7, -0.5], [0.1, 0.1, -0.5], [-0.1, -0.3, -0.3], [-0.1, -0.4, 1.0], [0.1, 0.0, -0.4], [-0.2, 0.4, 0.1], [-0.1, -0.1, 0.1], [-0.4, -0.2, -1.2], [0.5, -0.2, 0.0], [0.1, 0.0, -0.1], [0.1, -0.2, 0.1], [0.4, 0.8, 0.2], [-0.2, -0.1, -0.5], [-0.2, 0.0, -0.3], [0.1, -0.4, 0.3], [-0.3, -0.2, 0.0], [0.0, -0.2, 0.5], [-0.7, 0.2, -0.2], [0.8, 1.2, 2.3], [0.2, 0.1, -0.4], [0.0, 0.4, -0.1], [0.2, 0.1, 0.0], [0.2, 0.1, 0.0]], "mulliken_charge": [-0.67, 0.38, 0.32, 0.79, -0.40, 0.39, 0.45, 0.41, 0.30, -0.33, -0.70, 0.14, 0.11, -0.02, 0.05, 0.44, 0.32, -0.68, 0.49, 0.37, -1.05, 0.54, 0.38, 0.50, 0.01, 0.35, 0.26, 0.30, -1.62, -0.51, -0.93, 0.25, 0.15, -0.72, -1.49, -0.30, 0.40, 0.37, -0.57, -1.11, 0.39, 0.98, -0.35, 0.38, 0.54, 0.48, 0.48, 0.33, 0.27, -0.77, 0.38, 0.38, -0.34, 0.49, -0.75, 0.37, 0.16, 0.58, -1.01, 0.77, 0.37, 0.25, 0.31, -1.01, 0.40, 0.36, -1.03, 0.23]}

***

Record order is preserved below.
Largest force on an atom: 0.0580; 0.0240; 0.0735 hartree/bohr
Record order is preserved below.
Total energy: -102177.92607; -62113.45171; -108442.75345 eV